1.
16
Properties=species:S:1:pos:R:3:forces:R:3 method="wB97M-V/def2-TZVPD" multiplicity=1 orbital_gap_ev=9.438 homo_energy_ev=-8.78 relative_energy_kcal_mol=45.72 smiles="[H]/N=C/NC.O.O"
C 1.5346 -2.9384 0.3167 -1.405 1.409 2.408
N 2.3327 -1.8323 0.8500 0.678 1.203 1.279
C 1.8089 -0.5660 0.8785 -0.837 -0.069 1.189
N 0.9295 -0.0248 0.1139 -0.869 -1.995 -0.171
H 0.4237 -2.7770 0.6441 1.855 -0.499 -0.607
H 1.5920 -2.8493 -0.7181 -0.033 -0.646 -1.794
H 1.9716 -3.8089 0.7857 -0.234 -0.543 -0.536
H 2.8104 -1.9834 1.7698 -0.546 -0.177 -1.604
H 2.1041 -0.0680 1.8073 0.260 0.167 0.269
H 0.1160 0.2449 0.6971 1.099 1.252 -0.517
H -6.6681 1.7304 0.0790 -0.211 1.216 0.570
H -6.4715 2.8589 1.1848 -0.445 -0.496 -1.011
O -6.9432 2.6407 0.3481 0.655 -0.719 0.440
H 2.0465 1.4080 -2.8557 0.705 -1.383 -1.098
H 1.1640 1.5774 -1.6298 0.804 0.487 -0.793
O 1.6951 2.0708 -2.3085 -1.475 0.792 1.976


2.
118
Properties=species:S:1:pos:R:3:forces:R:3 method="wB97M-V/def2-TZVPD" multiplicity=1 orbital_gap_ev=6.961 homo_energy_ev=-6.90 relative_energy_kcal_mol=7.67
In 0.8349 0.0269 0.6431 0.025 -0.463 -0.265
C -2.4465 -3.3853 2.3020 0.076 -0.110 0.007
N -1.5010 -3.9085 1.3298 0.189 -0.140 0.278
C -1.1568 -5.3227 1.3890 -0.005 0.077 -0.002
C -0.7571 -3.0226 0.6049 0.623 0.179 0.208
N -0.8371 -1.7411 0.6685 0.145 0.134 0.143
N 0.0823 -3.6386 -0.3146 -0.127 0.098 0.033
C 1.0002 -3.0252 -1.1420 0.174 -0.025 0.184
N 1.5472 -3.8870 -2.0657 -0.070 0.034 -0.037
N 1.2803 -1.7871 -1.0423 0.010 -0.066 -0.072
H -3.1346 -4.1793 2.5810 -0.013 -0.026 -0.015
H -3.0337 -2.5764 1.8695 -0.001 -0.056 0.008
H -1.9488 -3.0150 3.2028 0.006 -0.003 -0.064
H -1.7847 -5.7985 2.1346 -0.022 0.004 0.029
H -0.1149 -5.4799 1.6814 0.017 0.017 -0.011
H -1.3508 -5.8359 0.4414 -0.025 0.010 -0.027
H -1.5140 -1.4255 1.3554 -0.025 -0.140 -0.027
H 0.0532 -4.6383 -0.3586 -0.037 -0.071 -0.007
H 1.5378 -4.8741 -1.8707 0.036 -0.011 0.051
H 2.3932 -3.5699 -2.5062 0.072 0.009 0.023
H 2.0115 -1.5291 -1.6947 -0.007 0.149 -0.074
C -1.2162 2.9753 -3.3571 0.078 -0.051 0.070
Sb -2.3961 1.7480 -2.0258 -0.109 0.427 -0.173
C -3.4771 3.4811 -1.3229 -0.047 -0.062 0.068
C -3.8086 1.3166 -3.6508 -0.094 -0.082 0.159
C -5.0147 0.5872 -3.1413 0.028 0.084 0.053
C -6.0396 1.3141 -2.5257 0.055 -0.012 -0.067
C -7.1372 0.6953 -1.9508 0.050 -0.019 0.007
C -7.2291 -0.6898 -1.9789 0.015 0.018 -0.006
C -6.2298 -1.4228 -2.5972 0.003 0.001 -0.079
C -5.1231 -0.8124 -3.1949 -0.012 -0.096 0.053
C -4.0850 -1.6766 -3.8478 0.097 0.167 0.063
Sb -2.2568 -1.8688 -2.6659 -0.028 -0.406 -0.019
C -1.7771 -3.8038 -3.5193 -0.050 0.012 -0.002
C -3.2895 -2.7156 -0.9766 -0.045 0.018 -0.088
H -1.8527 3.7716 -3.7459 0.010 -0.040 0.007
H -0.8335 2.3793 -4.1858 0.002 0.018 0.030
H -0.3706 3.4140 -2.8248 -0.032 -0.024 -0.053
H -3.6965 4.1366 -2.1668 -0.017 -0.015 0.019
H -2.8507 4.0144 -0.6040 -0.026 -0.026 -0.044
H -4.4078 3.1901 -0.8336 0.038 0.019 -0.011
H -3.2596 0.7519 -4.4045 -0.020 0.046 -0.013
H -4.0728 2.2904 -4.0674 -0.009 -0.040 -0.003
H -5.9623 2.3958 -2.5051 -0.013 -0.016 0.004
H -7.9119 1.2895 -1.4819 0.012 -0.012 -0.021
H -8.0788 -1.1952 -1.5359 0.032 0.015 -0.005
H -6.3121 -2.5040 -2.6406 0.009 0.021 0.004
H -3.7744 -1.2902 -4.8208 -0.080 0.005 -0.002
H -4.4671 -2.6869 -3.9902 0.000 -0.025 0.005
H -2.6958 -4.3684 -3.6849 0.021 -0.014 0.005
H -1.1274 -4.3629 -2.8429 -0.037 0.070 -0.060
H -1.2561 -3.6753 -4.4693 -0.019 -0.031 0.048
H -4.0347 -3.4348 -1.3196 -0.036 0.040 -0.053
H -3.7877 -1.9175 -0.4221 0.009 -0.015 -0.028
H -2.5773 -3.2174 -0.3171 -0.708 0.115 -0.592
I 2.8467 2.0242 2.0883 0.138 0.217 -0.088
C 3.3800 2.7070 0.1871 -0.072 -0.038 0.133
C 4.3113 3.7075 0.1724 0.020 0.011 -0.039
C 4.7553 4.2556 -1.0448 0.012 0.032 0.031
C 4.2453 3.7802 -2.2128 0.030 -0.002 -0.027
C 3.2733 2.7502 -2.2197 0.004 -0.061 0.116
C 2.7675 2.3021 -3.4635 0.022 0.075 -0.021
C 1.7868 1.3657 -3.5072 -0.093 -0.070 -0.018
C 1.2815 0.8244 -2.3041 0.063 0.058 0.086
C 1.7808 1.1493 -1.0625 -0.038 0.074 0.386
C 2.7985 2.1675 -1.0006 0.004 0.024 -0.250
H 4.7080 4.0833 1.1068 -0.007 -0.002 -0.046
H 5.4926 5.0485 -1.0377 -0.016 -0.017 -0.011
H 4.5685 4.1893 -3.1637 -0.012 -0.026 0.016
H 3.1622 2.7440 -4.3716 0.006 -0.020 0.017
H 1.3860 1.0342 -4.4585 -0.040 0.021 0.030
H 0.4547 0.1282 -2.3789 0.032 -0.165 -0.027
C -4.4783 -0.0232 3.1513 0.001 -0.025 -0.016
C -3.2936 -0.5913 3.5843 0.009 0.100 0.035
C -2.0687 -0.1980 3.0482 -0.001 0.127 -0.005
C -1.9953 0.7915 2.0601 0.098 0.154 -0.030
C -3.2108 1.3684 1.6469 0.005 0.053 0.022
C -4.4241 0.9681 2.1737 0.037 0.011 -0.006
N -0.7816 1.2374 1.4880 -0.058 -0.189 0.026
C -0.6427 2.6445 1.4613 -0.091 0.000 -0.050
C -0.1958 3.3198 0.3236 -0.033 -0.024 0.044
C 0.0072 4.6937 0.3296 0.016 0.001 -0.030
C -0.2586 5.4410 1.4657 -0.010 -0.041 0.046
C -0.7422 4.7888 2.5968 -0.003 -0.011 -0.034
C -0.9322 3.4172 2.5971 0.058 -0.046 0.000
H -5.4267 -0.3401 3.5675 0.031 0.038 -0.001
H -3.3127 -1.3395 4.3701 0.020 0.003 -0.043
H -1.1569 -0.6443 3.4220 0.030 -0.021 0.032
H -3.1763 2.1615 0.9112 -0.019 -0.037 0.029
H -5.3374 1.4354 1.8230 0.026 -0.021 -0.012
H -0.0088 2.7540 -0.5771 0.072 -0.016 -0.028
H 0.3618 5.1817 -0.5725 0.009 -0.029 0.034
H -0.0969 6.5117 1.4732 -0.021 -0.028 -0.002
H -0.9648 5.3553 3.4936 0.009 -0.014 -0.014
H -1.2950 2.9227 3.4911 0.000 -0.008 -0.011
C 4.0701 -4.6802 0.8432 -0.034 0.033 0.007
C 4.3503 -3.4404 0.2785 -0.043 -0.058 -0.037
C 3.6493 -2.3095 0.6736 0.009 0.049 0.072
C 2.6450 -2.3800 1.6452 0.169 0.010 0.103
C 2.3843 -3.6343 2.2159 -0.103 0.051 -0.120
C 3.0834 -4.7657 1.8193 -0.029 0.003 0.001
N 1.9581 -1.2275 2.0634 -0.342 0.166 0.121
C 2.0622 -0.8914 3.4120 0.136 -0.002 -0.086
C 1.2326 0.0976 3.9694 0.048 -0.042 0.093
C 1.3630 0.5006 5.2916 -0.007 -0.031 -0.027
C 2.3262 -0.0589 6.1157 0.047 -0.034 0.006
C 3.1749 -1.0196 5.5764 -0.054 0.033 -0.016
C 3.0585 -1.4229 4.2570 -0.058 -0.042 -0.018
H 4.6303 -5.5604 0.5504 -0.019 0.042 0.000
H 5.1417 -3.3512 -0.4572 -0.017 0.019 0.001
H 3.8940 -1.3376 0.2573 -0.015 -0.009 0.000
H 1.6318 -3.6990 2.9952 0.007 0.003 -0.005
H 2.8692 -5.7202 2.2888 0.005 0.031 -0.010
H 0.4948 0.5799 3.3441 -0.066 0.016 0.042
H 0.6993 1.2663 5.6777 0.003 -0.007 -0.044
H 2.4270 0.2563 7.1460 0.001 -0.010 -0.013
H 3.9567 -1.4526 6.1893 -0.002 -0.007 -0.009
H 3.7565 -2.1505 3.8656 0.008 0.009 0.024


3.
21
Properties=species:S:1:pos:R:3:forces:R:3 method="wB97M-V/def2-TZVPD" multiplicity=1 orbital_gap_ev=5.743 total_charge=-1 homo_energy_ev=-2.63 relative_energy_kcal_mol=30.41
N 0.5956 0.4411 0.4153 -0.624 -0.720 0.519
C 0.4467 0.4599 -1.0571 0.040 1.139 1.253
C 0.9585 1.8445 -1.6111 0.116 -1.643 -1.068
S 2.5590 2.3334 -0.9542 0.520 0.119 0.217
C -1.0161 0.0969 -1.3373 1.320 -0.991 -1.667
N -1.3598 -1.2741 -0.9494 -1.208 0.939 0.935
H 1.5284 0.1724 0.6920 0.265 0.239 -0.319
H 0.4937 1.3868 0.7513 0.262 0.454 -0.181
H 1.0752 -0.3529 -1.4369 0.086 0.224 -0.176
H 1.0560 1.6434 -2.6965 -0.150 0.424 0.197
H 0.2681 2.6738 -1.4862 -0.588 -0.163 0.170
H -1.6528 0.8274 -0.8519 -0.384 -0.066 0.001
H -1.1518 0.0918 -2.4330 -0.167 0.699 0.224
H -1.4665 -1.2774 0.0600 0.128 -0.350 -0.335
H -0.6729 -1.9761 -1.1666 0.437 0.193 -0.227
H -0.5868 -3.2049 1.3109 0.431 -0.086 -0.275
H -1.6331 -2.6195 2.1850 -0.179 0.013 -0.372
O -1.5009 -2.9260 1.2727 -0.245 -0.208 1.104
H 0.2123 0.4713 2.4310 0.667 -0.162 0.874
H 1.3698 0.7297 3.4735 1.246 0.467 -0.316
O 0.4776 0.4586 3.3885 -1.973 -0.521 -0.560


4.
7
Properties=species:S:1:pos:R:3:forces:R:3 method="wB97M-V/def2-TZVPD" multiplicity=1 orbital_gap_ev=9.580 homo_energy_ev=-9.57 relative_energy_kcal_mol=51.71 smiles="C=O.OBr"
C -0.5763 -0.8802 -1.1951 0.571 -0.738 -0.438
O -0.0928 -0.2233 -0.3063 -0.678 -0.711 -0.852
O 1.3467 1.2702 1.3531 -1.011 -0.183 0.413
Br 0.0950 1.5622 2.6789 0.522 0.035 -0.298
H -1.4067 -0.4790 -1.8477 0.550 -0.341 0.562
H 0.7964 0.6919 0.7737 0.749 0.401 0.179
H -0.1623 -1.9419 -1.4568 -0.702 1.538 0.434


5.
70
Properties=species:S:1:pos:R:3:forces:R:3 method="wB97M-V/def2-TZVPD" multiplicity=1 orbital_gap_ev=9.038 total_charge=-1 homo_energy_ev=-7.07 relative_energy_kcal_mol=0.00
K 4.0713 -5.9466 -8.6440 0.158 -0.145 -0.030
N 1.8234 -4.4606 -8.6473 -2.203 0.281 0.415
S 0.8153 -4.2457 -9.8598 0.746 -0.012 -1.556
O 0.3376 -2.9241 -10.0467 -0.132 0.565 0.026
O -0.1012 -5.3204 -10.0706 -0.235 -0.209 -0.014
F 1.8809 -4.4227 -11.0455 0.037 -0.212 0.288
S 0.8186 -4.5442 -7.3481 2.258 -1.208 1.407
O 0.2396 -5.8307 -7.1414 -0.444 -0.113 -0.429
O 0.0656 -3.3852 -7.0491 -0.261 0.498 -0.233
F 2.0195 -4.5826 -6.3113 -0.104 0.418 -0.047
N 5.5737 -4.7938 -6.5610 1.128 -0.560 1.292
S 5.5048 -5.3763 -5.0409 -2.495 -0.094 -0.069
O 5.1464 -4.4029 -4.0723 0.351 0.227 0.211
O 6.4598 -6.3777 -4.7096 0.582 -0.217 -0.060
F 4.1546 -6.1937 -5.2208 0.187 0.019 -0.297
S 7.0428 -4.1719 -6.6336 0.670 0.683 -1.576
O 8.1149 -5.0997 -6.7900 0.052 -0.485 -0.027
O 7.2542 -3.0739 -5.7636 0.035 0.515 0.475
F 6.9422 -3.5247 -8.0840 -0.361 -0.129 0.160
C 7.6463 -8.2660 -7.3945 0.583 0.231 -0.338
O 6.6829 -9.2171 -7.8839 -0.057 -0.364 0.077
P 5.3316 -9.4143 -7.0953 0.549 0.557 0.265
O 4.3552 -8.3437 -7.2824 -0.385 -0.142 -0.029
O 4.8320 -10.8367 -7.5373 -0.301 -0.193 -0.502
C 5.7219 -11.9468 -7.5921 0.501 0.153 0.518
O 5.8522 -9.6188 -5.6147 0.053 0.068 0.122
C 5.0412 -9.2756 -4.4847 -0.373 0.221 0.188
H 8.0882 -7.7926 -8.2698 -0.120 0.060 0.008
H 8.4461 -8.7931 -6.8745 -0.165 -0.073 0.146
H 7.2311 -7.4936 -6.7516 -0.178 -0.123 0.019
H 5.2121 -12.7692 -8.0824 -0.030 0.053 -0.114
H 6.0166 -12.2447 -6.5816 -0.206 -0.050 0.016
H 6.6455 -11.6680 -8.1002 -0.152 -0.102 -0.294
H 4.7948 -10.1861 -3.9395 0.068 -0.018 -0.011
H 4.1237 -8.7753 -4.7961 0.032 -0.070 -0.091
H 5.5824 -8.5756 -3.8527 0.174 -0.119 -0.064
C 1.7346 -8.3894 -12.8769 -0.393 0.532 -0.131
O 2.2543 -9.5051 -12.1518 0.155 -0.010 -0.194
P 2.8027 -9.2468 -10.6754 -0.269 -0.724 0.105
O 3.5624 -8.0174 -10.5607 0.632 1.086 0.166
O 1.5647 -9.3867 -9.7227 -0.215 0.145 0.117
C 0.6761 -8.2464 -9.5863 -0.131 0.075 0.095
O 3.6206 -10.5495 -10.3554 -0.029 -0.127 -0.508
C 3.1683 -11.8203 -10.8344 -0.547 -0.126 0.427
H 0.6472 -8.4599 -12.9274 0.031 -0.107 0.010
H 2.1321 -8.3574 -13.8900 0.131 -0.337 0.046
H 1.9847 -7.4373 -12.4066 0.096 -0.091 0.115
H 0.5783 -7.9943 -8.5336 0.061 -0.079 0.007
H -0.2958 -8.5185 -9.9939 0.020 -0.014 -0.008
H 1.0515 -7.3676 -10.1064 0.039 -0.102 0.002
H 2.0993 -11.8151 -11.0538 0.043 0.169 -0.117
H 3.2882 -12.5323 -10.0189 0.343 -0.043 -0.119
H 3.7121 -12.1069 -11.7309 0.141 -0.014 0.078
C 3.3754 -1.9234 -12.2733 -1.363 0.213 0.210
O 4.7498 -1.9239 -11.9142 0.038 0.703 -0.641
P 5.4608 -3.2433 -11.4914 -0.042 -0.660 -0.012
O 4.9289 -3.9114 -10.3098 -0.130 -0.211 0.625
O 5.3969 -4.1643 -12.7696 0.375 0.036 -0.142
C 5.6547 -5.5581 -12.5866 -0.658 -0.868 -0.794
O 6.9742 -2.8276 -11.4503 0.153 0.424 -0.081
C 7.3579 -1.7847 -10.5556 0.451 0.243 1.082
H 2.7794 -1.4413 -11.4954 0.216 -0.235 0.237
H 2.9795 -2.9254 -12.4219 0.158 -0.034 0.042
H 3.1597 -1.3394 -13.1694 0.718 -0.053 -0.162
H 6.2477 -5.8315 -11.7180 0.047 0.383 0.116
H 6.1365 -5.9315 -13.4908 0.248 0.244 0.057
H 4.6983 -6.0836 -12.5449 0.013 0.052 0.345
H 8.3531 -2.0128 -10.1764 0.036 -0.074 -0.226
H 6.7259 -1.7430 -9.6665 -0.191 -0.110 -0.177
H 7.3714 -0.7944 -11.0095 -0.140 -0.202 -0.421


6.
81
Properties=species:S:1:pos:R:3:forces:R:3 method="wB97M-V/def2-TZVPD" multiplicity=1 orbital_gap_ev="3.958 / 3.957" total_charge=+1 homo_energy_ev="-7.91 / -7.91" relative_energy_kcal_mol=0.00
Sn 1.2888 1.6434 2.8454 -0.637 -0.864 -2.232
C 3.4480 5.0244 4.1912 -0.692 1.272 -0.429
C 3.7023 3.6052 4.6491 0.913 1.233 1.865
O 4.4150 3.6043 5.9597 0.604 0.148 -0.623
P 2.3112 2.7711 5.4604 1.948 -3.624 -0.855
O 2.7885 1.2466 5.9430 -2.650 3.699 0.499
O 1.8514 3.9115 6.3437 -0.101 0.025 5.652
O 1.0686 2.5301 4.6661 -0.944 -0.008 -1.323
P 4.4316 2.5161 3.5277 2.838 -4.057 0.131
O 5.7579 3.2423 2.9318 -1.563 -0.211 -0.106
O 4.8421 1.4037 4.4940 -0.016 0.861 -1.646
O 3.4338 2.0628 2.4280 -0.068 1.403 0.746
H 2.4418 5.2008 4.5174 -0.580 0.908 0.170
H 3.3675 5.1623 3.0820 0.599 -0.317 0.904
H 4.0835 5.8557 4.6355 -0.453 -1.535 -0.502
H 5.2013 3.0011 5.9679 -0.903 0.327 -0.479
H 3.6667 1.0466 5.5822 1.443 0.042 -0.595
H 1.9679 3.6506 7.3294 -0.305 1.223 -1.848
H 6.1433 2.7527 2.1892 0.058 0.027 0.129
N -0.7539 -3.3557 2.5358 0.804 -1.790 0.067
C -0.4181 -4.5366 3.0904 -2.154 2.201 0.930
C 0.8080 -5.1659 3.3909 1.373 0.127 -0.292
C 1.0257 -5.8270 4.6081 -0.523 -0.380 -0.232
C -0.0187 -6.1220 5.5092 1.612 0.634 -0.368
C -1.2617 -5.7244 5.0393 -3.368 -3.126 2.295
C -2.4588 -6.4161 5.6168 0.897 -1.430 -1.780
C -3.6470 -6.4938 4.8644 0.798 1.190 -0.952
C -3.8154 -5.4159 3.9830 1.018 1.502 0.167
N -2.7512 -4.5634 3.7051 -2.913 -5.135 1.349
C -1.5418 -5.0811 3.8487 3.477 1.127 0.954
H 0.1220 -2.8974 2.3626 0.401 0.488 -0.750
H -0.1386 -1.6636 -3.5544 -0.850 -1.210 -1.147
H 1.6784 -4.9665 2.7272 -0.682 -0.043 0.637
H 2.0434 -6.1647 4.7817 -0.141 -0.024 0.211
H 0.1098 -6.6451 6.4727 -0.084 0.299 -0.845
H -2.2329 -7.2247 6.3287 -0.231 0.655 -0.031
H -4.3563 -7.3168 4.6288 0.446 0.548 1.549
H -4.7716 -5.2046 3.5446 -0.124 0.317 -0.229
C 0.1319 2.0393 -4.3710 -0.748 1.244 -0.731
C -0.4071 1.5025 -5.7550 -0.027 -1.823 1.602
C -1.2339 2.4535 -6.5963 -1.445 -0.770 -0.565
C 0.6857 0.7753 -6.5326 -1.828 -0.716 -0.064
O -1.3821 0.2776 -5.4899 0.194 0.818 1.897
P -1.6690 -0.5025 -4.0769 -1.746 -0.069 -0.710
O -0.8324 -1.9123 -4.2506 0.702 2.121 1.762
O -1.3648 0.1430 -2.7541 -0.191 -0.772 -2.153
O -3.2527 -0.8740 -4.2472 2.131 1.044 -0.162
C -4.0178 -2.0656 -4.5832 1.935 -1.001 0.087
C -3.2346 -3.0293 -5.5095 -0.209 -0.206 -0.672
C -4.0819 -2.8632 -3.2585 -0.142 1.725 0.770
C -5.3119 -1.6294 -5.2858 -0.019 -0.629 0.612
H 0.7331 2.9658 -4.5315 -0.075 -0.748 -0.248
H 0.7020 1.3207 -3.7830 0.048 -0.095 -0.413
H -0.6708 2.3905 -3.7028 0.006 -0.359 -0.430
H -0.6355 3.2558 -7.0864 -0.410 -0.747 0.283
H -2.0293 2.8907 -5.9802 0.364 0.242 0.039
H -1.8612 1.8203 -7.3407 1.502 1.109 0.830
H 1.4055 1.5119 -6.8599 0.261 -0.182 -0.692
H 0.1174 0.1176 -7.2827 1.344 1.350 0.448
H 1.1298 0.0703 -5.8436 0.455 -0.105 0.100
H -2.5845 -3.7223 -4.9631 0.339 0.727 -0.107
H -2.7057 -2.4870 -6.3186 -0.191 -0.360 0.448
H -3.9325 -3.7433 -5.9703 -0.165 0.492 -0.118
H -3.0928 -3.2763 -2.9919 -0.354 0.563 -0.160
H -4.7130 -3.6889 -3.3869 -1.108 -1.334 -0.170
H -4.4700 -2.2562 -2.4029 0.296 -0.372 -0.709
H -5.6413 -0.6212 -5.1354 0.258 0.687 0.639
H -6.0582 -2.2615 -4.8102 -0.498 -0.146 -0.572
H -5.2961 -1.7292 -6.3776 0.192 -0.462 0.330
S 0.0255 3.7640 1.0329 -0.081 -0.599 0.231
C 1.0961 4.6367 0.0045 -0.233 -1.697 4.942
N 2.2764 4.9252 0.6242 2.397 0.638 -1.281
C 3.2944 5.5538 -0.0570 -1.092 -1.061 -0.943
C 3.1070 5.8602 -1.4370 -0.127 -0.053 2.281
C 1.7899 5.6267 -1.9007 -0.590 -0.827 0.436
N 0.8028 5.0425 -1.1444 0.940 2.087 -4.912
H 2.4257 4.3996 1.4972 0.042 0.771 -0.478
H 4.2237 5.6573 0.5028 -0.181 0.170 -0.307
H 3.9679 6.2892 -1.9758 -0.943 -0.244 0.047
H 1.4767 5.8102 -2.9371 0.328 0.204 0.496
H -2.7447 -3.8839 3.0412 -0.581 2.881 -2.674